A cluster of 11 separate species, C18H29Cl30N2O in total, computed with ωB97M-V with the def2-TZVPD basis set.

HOMO-LUMO gap = 8.56 eV
total charge = +1
LUMO = -3.05 eV
E_tot = -399825.809 eV
HOMO energy = -11.61 eV

XYZ file:
```
80
Properties=species:S:1:pos:R:3:forces:R:3
Cl -2.5264 4.0017 1.0487 0.0 -0.1 0.0
Cl -9.7574 -3.8469 -2.2476 0.3 0.2 0.1
Cl -7.4813 -2.3763 4.5994 0.4 0.0 -0.3
Cl 4.1486 2.8766 -1.9028 -0.1 -0.1 -0.2
Cl -2.9562 9.0917 -0.6030 -0.2 0.0 0.0
Cl 3.2660 -6.5203 -1.1610 -0.2 0.0 -0.2
Cl 0.9605 -5.1590 -2.3077 0.4 0.0 -0.1
Cl 2.8421 4.5751 -3.8757 0.0 -0.3 0.1
Cl 9.1431 2.9000 1.1621 -0.2 0.0 -0.2
Cl 7.8367 4.5986 -0.8108 -0.1 -0.3 0.1
Cl -3.7264 -5.5608 0.1862 0.0 -0.1 -0.1
Cl 8.7014 -3.2723 3.5321 -0.2 0.1 0.0
Cl -2.0875 -5.1897 -2.1929 -0.5 -0.2 0.2
Cl 6.3713 2.4021 0.4188 0.1 0.0 0.0
Cl -5.2217 10.8812 -0.9886 0.1 -0.3 0.1
Cl 5.2431 5.1364 2.7712 -0.2 0.0 -0.2
Cl -0.8875 4.3728 -1.3304 -0.3 -0.1 0.2
Cl -9.2645 -1.1348 -1.3068 0.2 -0.2 0.0
Cl 1.3767 2.3786 -2.6461 0.2 -0.1 -0.2
Cl -7.4616 -2.3553 -3.2416 0.0 0.0 0.1
Cl 2.4713 4.6385 2.0279 0.1 0.0 -0.1
Cl 3.9367 6.8349 0.7983 0.0 -0.3 0.0
Cl 0.9803 -8.0639 -2.0972 0.1 0.3 -0.1
Cl -3.7111 5.0857 -1.3813 0.2 -0.3 0.2
Cl 6.3755 -3.7257 5.2256 0.0 0.1 -0.1
Cl -5.3900 8.1087 -1.8655 0.0 0.1 0.1
Cl -4.9111 -4.4768 -2.2438 0.1 -0.1 0.1
Cl -5.4952 -0.7909 3.1762 0.2 0.1 -0.1
Cl -6.9017 -2.9389 1.8010 0.2 0.1 0.1
Cl 7.1177 -1.0135 4.4664 -0.1 -0.2 -0.1
O -1.5837 0.0618 -1.4956 0.1 -1.3 1.5
N 4.9913 -2.1254 0.6526 -1.2 0.0 -1.4
N -2.5843 -1.0751 1.0979 -0.8 -0.3 0.7
C -2.1040 0.3498 0.9384 1.2 1.9 0.4
C -6.2281 -2.3949 3.3469 -0.4 -0.5 0.3
C -2.5024 3.9700 -0.7227 -0.1 0.2 -0.4
C 7.9542 2.9585 -0.1504 0.4 0.1 0.0
C -8.5164 -2.6470 -1.8481 -0.2 -0.1 0.1
C 7.0753 -2.7092 3.9543 0.0 0.0 -0.1
C 2.7876 -0.9132 1.0546 -0.7 0.3 -0.8
C -2.9065 -1.7967 -0.1905 -0.5 -2.4 -1.8
C 0.3685 -0.5309 0.0613 0.9 0.2 0.4
C -2.0217 -1.3421 -1.4913 -0.8 -0.6 -0.9
C 4.2811 -0.7864 0.3710 -0.9 -0.4 1.0
C 2.9597 2.9351 -3.2153 0.1 0.2 -0.2
C -3.7024 -5.5925 -1.5852 0.0 0.0 -0.2
C -0.9214 0.4384 -0.2292 -0.6 -0.2 0.3
C -4.7231 9.2145 -0.6523 0.0 0.1 0.1
C 1.9669 -6.6162 -2.3621 0.2 -0.3 0.0
C 4.0542 5.1949 1.4587 0.2 0.1 -0.1
C 1.7358 0.2754 0.5272 0.6 -0.6 -0.1
H -1.6461 0.6691 1.9923 -1.1 -0.6 -2.3
H 6.4432 -2.7849 3.0659 0.2 0.1 0.2
H 3.2937 2.2660 -4.0125 -0.1 0.2 0.3
H -3.9519 -6.6043 -1.9149 0.1 0.3 0.1
H 4.3882 4.5258 0.6615 -0.1 0.2 0.3
H 0.6964 -1.1803 -0.8854 -1.1 1.6 2.0
H 4.2492 -0.6512 -0.8034 -0.2 0.1 2.5
H -1.8863 -1.6308 1.6490 -0.6 0.7 -0.7
H 4.3381 -2.7729 1.1792 1.0 1.2 -0.8
H -2.7519 2.9582 -1.0524 0.1 0.3 0.1
H -3.0314 1.0425 0.6734 2.1 -1.6 0.5
H -2.6488 -2.9464 0.0019 -0.7 2.5 -0.4
H 2.3551 -1.9634 0.6954 0.8 2.2 0.8
H 2.7972 -0.9217 2.2353 0.3 0.0 -2.4
H 8.2882 2.2895 -0.9476 -0.2 0.2 0.3
H 2.4198 -6.6851 -3.3544 -0.2 0.1 0.3
H -0.6422 1.5949 -0.3044 -0.4 -2.7 0.0
H 0.1478 -1.3108 0.9328 0.3 1.6 -1.7
H -5.4490 -3.0991 3.6499 -0.3 0.3 -0.1
H 5.0716 -2.5696 -0.3081 0.1 0.5 1.8
H -4.0758 -1.7900 -0.4259 2.6 0.5 0.7
H 2.2748 0.8198 -0.3874 -1.5 -1.1 1.9
H -1.1572 -2.1246 -1.6497 -1.4 1.8 0.5
H -2.7367 -1.4664 -2.4394 1.6 0.4 2.2
H -3.4792 -1.0854 1.6740 1.2 0.1 -0.5
H -5.1155 8.9286 0.3270 0.1 0.1 -0.4
H 4.8131 0.1231 0.8900 -0.8 -1.9 -1.2
H -7.9066 -3.0412 -1.0312 -0.2 0.1 -0.3
H 1.5297 1.0844 1.3572 0.3 -1.7 -1.6
```
Forces are in eV/Å.

A cluster of 3 separate species, C27H45FN2O7 in total, computed with ωB97M-V with the def2-TZVPD basis set.

HOMO-LUMO gap = 8.41 eV
SMILES = CCCC1=C(F)C(=O)C(CC(=O)O)=C(CCCCCCCCCOC)C1=O.CNC(C)=O.CNC(C)=O
LUMO = -0.86 eV
E_tot = -48758.140 eV
HOMO energy = -9.27 eV

XYZ file:
```
82
Properties=species:S:1:pos:R:3:forces:R:3
F -5.5263 3.6742 0.7939 -0.1 0.0 -0.2
O 5.7083 -2.5101 0.0475 0.4 0.5 0.1
O -2.0652 2.0395 -1.8228 -0.2 0.0 0.4
O 1.6139 -2.5534 1.2455 0.0 0.0 0.0
O -6.7529 1.5543 -0.6525 1.1 -0.1 0.6
O 2.0479 3.6395 1.7939 0.1 -0.1 0.0
O -5.6162 -0.0102 2.1561 -0.8 -1.2 -1.4
O -7.1475 -1.5741 1.5619 0.5 0.4 -0.1
N 0.2679 -3.5182 2.7559 -0.1 0.2 0.0
N 4.2491 3.9482 1.5038 0.0 -0.1 -0.1
C -0.0400 -1.1401 2.2409 0.1 0.0 -0.1
C -0.5483 5.0292 0.9897 -0.8 0.3 0.0
C -0.6673 -2.1874 -3.4245 0.9 -0.5 0.8
C 5.2903 -1.9323 1.2722 0.0 -0.8 -0.2
C -4.8364 2.7709 0.1008 0.4 -0.2 -0.2
C 3.7532 -2.4648 -1.4124 0.7 0.5 -0.2
C 5.5681 3.6812 0.9596 -0.1 0.3 0.3
C -2.7144 -1.5903 -1.9954 0.5 -0.1 0.2
C 3.1359 2.1273 0.2926 0.0 0.0 0.0
C -3.5419 2.9369 -0.1805 -0.4 0.6 0.4
C -5.4361 -0.9272 -0.0687 -0.3 0.5 0.5
C 0.6856 -2.4476 2.0332 0.0 0.0 0.0
C 5.1256 -1.8845 -1.0733 -0.3 -0.7 -0.3
C -2.4518 -0.6561 -0.8133 -0.1 -0.2 -0.5
C -1.5176 -2.5280 -2.1936 -0.4 0.1 -0.8
C 1.4948 -1.6223 -2.2341 0.4 -0.1 -0.7
C -1.3153 4.2293 -0.0595 -0.1 0.9 0.1
C -2.9230 1.8574 -0.9803 0.3 -0.3 -0.6
C -6.0476 -0.7740 1.3114 0.4 1.0 1.5
C -2.7919 4.1471 0.3267 0.2 -0.8 -0.2
C -5.5664 1.5573 -0.3561 -1.1 0.2 -0.2
C -4.7154 0.3337 -0.4052 0.3 0.1 -0.3
C 3.0260 -1.5836 -2.4325 -0.7 -0.6 0.6
C -0.8076 -3.5822 3.7291 0.2 -0.3 -0.1
C 0.7866 -2.6330 -3.1499 -0.8 0.5 0.5
C 3.0857 3.2909 1.2550 -0.1 0.0 0.0
C -3.4239 0.4697 -0.7178 -0.4 -0.1 0.5
H 3.2458 -1.9477 -3.4290 0.2 0.1 -0.3
H 5.2384 -0.8507 1.1970 -0.1 0.3 0.0
H -1.2235 5.7803 1.3962 -0.1 0.3 0.1
H -2.8460 4.0964 1.4109 -0.1 0.0 0.3
H -2.8546 -0.9663 -2.8717 -0.1 0.0 -0.3
H -0.2445 4.4165 1.8208 0.4 -0.2 0.2
H 6.0253 -2.2150 2.0160 0.2 0.0 0.2
H -4.7648 -1.7688 0.0110 0.2 -0.4 -0.3
H 5.0499 -0.8069 -0.9419 0.0 0.3 0.2
H -3.6122 -2.1783 -1.8598 -0.4 0.0 0.1
H -1.2901 -2.6174 3.8379 0.0 0.0 0.0
H -0.6735 -1.1153 -3.5837 -0.1 0.2 -0.3
H 1.2675 -1.8473 -1.1993 0.0 0.1 0.3
H 6.2652 3.4580 1.7690 0.1 -0.1 -0.1
H 1.1050 -0.6288 -2.4381 -0.2 0.2 -0.1
H -2.4494 -1.2363 0.1058 -0.1 -0.1 0.2
H 0.0478 -0.8069 3.2753 -0.1 0.0 0.0
H 0.2842 5.5732 0.5688 0.4 -0.2 0.0
H -1.5516 -4.3148 3.4115 -0.1 0.1 0.1
H 3.8056 1.3498 0.6624 0.0 0.0 -0.1
H -1.0339 -2.7203 -4.2911 -0.3 0.1 -0.3
H 5.9321 4.5578 0.4213 0.1 -0.1 -0.1
H 4.3307 -2.3513 1.5684 -0.3 0.2 0.1
H 3.4726 2.4555 -0.6914 0.1 -0.1 0.0
H 3.3583 -0.5525 -2.3775 0.2 0.2 0.1
H 3.1900 -2.5780 -0.4945 -0.2 0.0 0.1
H -0.8772 -2.5294 -1.3184 0.0 0.0 0.3
H -6.2322 -1.1253 -0.7754 -0.1 -0.2 -0.2
H 0.7930 -4.3575 2.5690 0.0 0.0 0.0
H 4.1466 4.7119 2.1523 0.0 0.0 0.0
H -1.2532 4.7767 -0.9928 0.1 -0.2 -0.4
H -1.4442 -0.2788 -0.9511 0.2 0.3 0.1
H -3.3424 5.0361 0.0440 0.0 0.3 -0.1
H -6.8288 -2.4430 1.8205 -0.1 -0.3 0.1
H 3.9333 -3.4483 -1.8317 -0.2 -0.3 0.0
H 1.3295 -2.7971 -4.0714 0.2 0.0 -0.2
H 5.7865 -2.0640 -1.9172 0.3 0.1 -0.1
H -1.0934 -1.2463 1.9806 0.0 0.1 0.1
H 5.5428 2.8385 0.2782 0.0 0.0 0.0
H 0.4058 -0.3897 1.5953 0.0 0.0 0.0
H 0.7031 -3.5740 -2.6150 0.3 -0.5 -0.1
H -1.8772 -3.5425 -2.3373 0.0 -0.3 0.2
H 2.1371 1.7129 0.1990 0.0 0.0 0.0
H -0.4126 -3.8888 4.6987 -0.1 0.1 0.1
H -0.8765 3.2567 -0.2188 0.1 -0.2 0.0
```
Forces are in eV/Å.

A structure of composition C33H57N3NdO5Si, computed with ωB97M-V with the def2-TZVPD basis set.

⟨S²⟩ = 3.75
HOMO-LUMO gap (spin up / spin down) = 7.56 / 7.59 eV
total charge = +1
2S+1 = 4
LUMO (spin up / spin down) = -2.40 / -2.37 eV
energy relative to the best compared isomer or geometry (same formula, charge and spin) = 0.000 eV
E_tot = -73001.123 eV
HOMO energy (spin up / spin down) = -9.96 / -9.96 eV

XYZ file:
```
100
Properties=species:S:1:pos:R:3:forces:R:3
Nd 0.5583 0.7428 1.5003 -0.9 -0.4 1.7
Si 2.7920 3.0342 -3.1067 0.2 0.0 -0.2
O -0.0788 -0.6024 3.0543 0.9 0.4 -1.3
O 1.0170 -1.1439 -0.0236 0.4 -0.1 0.3
O 0.9506 -0.1733 -4.2279 -0.2 -0.3 -0.7
O 1.6080 1.7490 3.3942 0.2 -0.6 -0.5
O 0.7657 1.5393 5.3767 0.4 0.4 -1.8
N -1.7567 1.1286 1.7270 0.6 0.0 -0.6
N 0.6024 1.9091 4.2301 -0.4 0.1 1.2
N -0.9342 -1.1617 3.9136 -1.1 1.2 0.8
C 2.4409 -1.5760 0.0282 -1.0 0.2 -0.1
C 1.4987 1.9248 -2.1992 0.0 -0.3 -0.3
C -1.5273 -3.4676 3.4977 0.0 0.1 0.0
C -2.7152 -1.0382 5.5435 0.0 0.3 0.7
C 3.0415 4.6515 -2.1581 -0.1 -0.1 0.2
C 0.1280 -5.1961 3.7648 0.2 -0.3 -0.1
C -0.3485 3.6787 1.2441 0.2 0.6 0.0
C 1.0323 -4.2683 4.2774 -0.6 0.1 0.0
C 0.6510 -2.9375 4.4592 -0.2 -0.1 -0.1
C 1.6484 -1.9627 4.9804 0.4 0.4 0.4
C -2.1217 0.9454 4.1124 -1.1 0.4 -0.9
C -2.2998 3.0486 -1.9787 0.0 -0.3 0.3
C 1.2751 -2.1014 -5.7661 0.1 0.0 -0.1
C -1.2259 3.0076 0.2030 -0.4 -1.0 0.3
C -1.1488 -4.8109 3.3896 -0.3 0.3 0.1
C -3.3735 2.6215 2.7757 -0.3 0.3 0.4
C 2.7095 -2.7692 0.9157 0.1 -0.2 0.1
C 4.4161 2.0949 -3.2208 0.0 0.0 0.1
C -1.4480 3.6179 -1.0305 0.0 0.1 -0.4
C -0.6439 -2.5468 4.0741 0.1 -1.1 -0.5
C -2.8001 -2.9704 2.8790 -0.5 -0.1 -0.4
C 0.0183 -2.1945 -0.2558 0.5 -0.1 0.2
C -3.5106 -0.0628 -0.1731 -0.5 -0.4 0.0
C -1.9262 1.7921 0.4728 -0.5 0.5 0.3
C 0.3371 -2.9790 -1.5111 0.0 -0.1 -0.2
C -2.4080 1.4923 2.8390 1.9 -0.4 0.4
C -2.7942 1.2130 -0.4805 0.5 0.2 0.0
C 1.8824 -0.9134 -5.0340 -0.3 0.3 0.1
C 2.3166 3.5438 -4.8650 -0.3 -0.2 0.0
C -1.8839 -0.3904 4.4770 1.5 -1.5 -0.5
C -2.9595 1.8371 -1.7087 0.4 0.6 0.0
C -1.4430 -0.3048 -4.7740 0.0 -0.1 -0.1
C -0.1302 0.4324 -4.9673 0.4 -0.1 0.1
H 2.2313 -2.7133 1.8995 -0.1 0.1 -0.2
H 0.0054 -2.8230 0.6476 -0.1 0.0 -0.3
H -4.3851 -0.1532 -0.8302 0.2 -0.1 0.2
H 2.3464 -0.2390 -5.7775 -0.1 -0.1 0.3
H 0.4286 -2.3196 -2.3857 0.0 -0.1 0.2
H -2.8291 3.5772 2.7545 -0.3 -0.2 -0.1
H 0.4394 -6.2297 3.6130 -0.1 0.2 0.1
H 3.1609 4.0554 -5.3543 -0.2 -0.2 0.3
H 0.5034 2.3297 -2.4164 0.0 0.0 0.3
H -1.8811 -5.5221 2.9902 0.5 0.2 0.1
H -2.3611 1.5990 4.9327 -0.8 -0.2 0.2
H -3.0603 -3.5937 2.0069 0.0 0.2 0.4
H 1.2184 -0.9686 5.1455 0.2 -0.2 0.0
H -2.1190 -1.6110 6.2654 -0.1 0.1 -0.2
H 0.6781 -1.7746 -6.6258 0.0 -0.1 0.2
H -2.4667 3.5423 -2.9332 0.1 0.0 0.2
H 3.7855 -2.8038 1.0900 0.1 0.0 0.0
H -0.9413 4.5669 -1.2403 -0.2 -0.4 0.0
H 2.0549 2.6774 -5.4874 0.0 0.2 0.1
H 0.6561 -2.7318 -5.1161 0.2 0.2 -0.1
H 2.0745 -2.3368 5.9229 -0.1 0.2 -0.2
H 0.5370 3.1431 1.6688 -0.6 0.3 -0.2
H 2.4483 -3.7201 0.4420 -0.1 0.2 0.1
H -3.8579 -0.1199 0.8686 0.2 0.0 -0.3
H 4.2367 1.0902 -3.6300 0.1 0.2 0.1
H -1.7935 -0.2642 -3.7352 0.2 0.0 -0.2
H -3.2585 -0.2509 6.0770 0.2 -0.2 -0.1
H 2.0427 -4.5697 4.5391 -0.1 0.0 0.0
H 0.1185 0.4550 -6.0454 0.0 0.1 0.4
H -3.6519 -2.9873 3.5797 0.3 -0.1 -0.3
H 2.2284 5.3666 -2.3471 0.1 -0.2 0.0
H 2.7491 -1.7618 -1.0012 0.1 0.1 0.1
H 2.6622 -1.2448 -4.3362 -0.2 0.1 -0.1
H 3.0922 4.4837 -1.0741 0.0 0.1 -0.1
H -2.6788 -1.9318 2.5260 -0.1 -0.4 0.1
H 2.0954 -2.7130 -6.1520 -0.1 0.0 0.0
H -0.9313 4.0170 2.1169 0.3 -0.2 -0.3
H 1.4371 0.8436 -2.4691 0.4 1.0 0.0
H -2.8768 -0.9427 -0.3644 -0.2 0.2 0.1
H -1.3557 -1.3516 -5.0880 0.0 0.2 0.1
H 1.6678 1.9859 -1.1120 0.0 0.2 0.0
H -0.2212 1.4696 -4.6044 0.1 -0.3 -0.2
H 5.1361 2.6097 -3.8746 -0.2 -0.1 0.2
H 1.4690 4.2435 -4.8776 0.1 -0.2 0.0
H 1.2623 -3.5573 -1.4053 -0.2 0.1 0.0
H -0.4634 -3.6962 -1.7153 0.0 0.1 0.1
H -3.9985 2.5773 3.6738 0.1 0.3 -0.3
H -2.1965 0.1727 -5.4062 -0.1 -0.1 0.1
H 4.8699 1.9925 -2.2250 0.0 -0.1 -0.2
H -3.6194 1.3899 -2.4519 0.1 0.2 0.1
H 2.9781 -0.6896 0.4006 -0.1 -0.1 -0.2
H -3.4828 -1.7003 5.1191 0.3 0.2 0.0
H 3.9780 5.1488 -2.4521 -0.2 -0.2 0.0
H -4.0063 2.5384 1.8855 0.1 0.1 0.1
H -0.9582 -1.6947 -0.3383 0.5 0.1 0.1
H 2.4885 -1.8607 4.2770 -0.2 0.1 0.2
H 0.1020 4.5682 0.7813 -0.1 -0.2 0.2
```
Forces are in eV/Å.

Across the entries above, max |F| takes the values 3.0 2.0 2.2 eV/A, respectively.